# 1
ORCA calculation (ωB97M-V/def2-TZVPD) on a single C6H7NO molecule in a non-equilibrium geometry.

```
15
Properties=species:S:1:pos:R:3:forces:R:3
C -0.995 -1.570 -0.035 0.031 -1.732 0.847
C 0.039 -0.484 0.043 0.721 1.681 0.232
C -0.177 0.774 1.001 -0.159 -2.178 0.382
C -0.716 1.464 -0.206 -1.209 2.890 -1.678
C 1.483 -0.772 -0.027 -3.222 -1.146 0.459
C 2.650 -0.919 -0.053 2.684 0.440 -0.134
H -0.363 -2.479 -0.309 -1.523 -0.106 -0.079
H 0.731 1.100 1.478 0.312 0.276 -0.237
H -0.856 0.453 1.770 -0.642 0.452 0.369
H -0.319 2.524 -0.490 -0.279 -1.828 0.564
H -1.837 1.613 -0.204 1.001 -0.419 0.164
H -0.873 0.156 -1.888 0.715 -0.434 1.179
H 3.694 -0.723 -0.113 0.069 -0.487 0.024
N -0.250 0.377 -1.085 -1.012 2.401 -1.805
O -2.209 -1.514 0.119 2.513 0.191 -0.289
```
Positions in Å, forces in eV/Å.

Summary:
2S+1: 1
Calculated total energy (eV): -9868.634
SMILES string: C#C[C@@]1(C=O)CCN1
Frontier orbital gap (eV): 9.6
Relative energy (zero: lowest compared OMol25 entry of this formula, charge and spin) (eV): 4.024
Lowest unoccupied orbital energy (Ha): 0.0193

---

# 2
ORCA calculation (ωB97M-V/def2-TZVPD) on 2 unconnected molecules or ions with the total composition C4H12.

```
16
Properties=species:S:1:pos:R:3:forces:R:3
C 1.439 1.664 1.626 0.157 0.499 -0.507
C 2.282 0.737 0.749 0.539 -0.449 0.431
H 2.025 2.487 2.050 0.120 -0.329 0.129
H 0.718 2.188 1.007 -0.450 -0.147 0.004
H 0.921 1.144 2.422 -0.055 -0.034 0.156
H 3.322 0.710 1.102 -0.076 0.333 -0.395
H 2.223 0.981 -0.313 0.262 0.171 0.150
H 2.010 -0.314 0.829 -0.510 -0.053 0.023
C -1.168 -1.488 -1.226 0.023 -0.367 -0.421
C -2.578 -0.886 -1.157 0.071 -0.576 0.767
H -0.414 -0.758 -0.952 0.156 0.019 0.097
H -1.026 -2.380 -0.610 -0.187 0.213 0.215
H -0.935 -1.844 -2.229 0.057 0.235 -0.164
H -3.201 -1.159 -2.006 0.074 0.203 -0.118
H -2.526 0.188 -1.023 -0.150 0.191 -0.308
H -3.093 -1.270 -0.271 -0.033 0.090 -0.058
```
Positions in Å, forces in eV/Å.

Summary:
2S+1: 1
Calculated total energy (eV): -4342.252
SMILES string: CC.CC
Frontier orbital gap (eV): 12.8
Relative energy (zero: lowest compared OMol25 entry of this formula, charge and spin) (eV): 0.276
Lowest unoccupied orbital energy (Ha): 0.0398

---

# 3
ORCA calculation (ωB97M-V/def2-TZVPD) on a molecular structure, C34H16BrF4IrN4O11PS5 in a non-equilibrium geometry.

```
77
Properties=species:S:1:pos:R:3:forces:R:3
Ir -0.975 0.225 0.623 0.170 -0.534 0.147
S -7.903 2.018 0.545 0.015 -0.007 0.005
C -6.331 1.621 0.552 0.008 0.008 -0.020
S -5.147 2.414 1.557 -0.004 0.003 0.019
C -3.759 1.508 1.038 0.057 -0.037 -0.029
C -4.000 0.525 0.076 -0.019 -0.001 -0.027
S -2.790 -0.412 -0.637 -0.071 0.105 0.098
S -5.650 0.367 -0.446 -0.008 0.000 0.004
S -2.218 1.875 1.639 -0.257 0.269 -0.018
F 4.927 2.248 -3.887 -0.004 0.001 -0.007
C 3.789 2.066 -3.234 -0.018 0.017 0.010
C 2.693 2.858 -3.499 0.017 -0.046 0.011
F 2.764 3.820 -4.413 0.000 0.001 -0.003
C 1.522 2.650 -2.797 -0.005 -0.021 0.001
F 0.533 3.495 -3.102 -0.052 -0.009 0.033
C 1.364 1.654 -1.825 -0.098 0.127 -0.073
P -0.285 1.706 -0.956 0.227 0.122 -0.183
C -0.105 3.360 -0.207 -0.002 0.020 0.009
C 0.719 3.409 0.917 -0.023 0.000 -0.015
C 0.949 4.613 1.563 0.003 0.010 0.005
C 0.350 5.774 1.098 -0.001 0.003 0.004
C -0.461 5.731 -0.027 0.012 -0.002 -0.010
C -0.680 4.532 -0.689 0.020 0.023 -0.005
C -1.473 1.830 -2.322 0.029 -0.006 0.014
C -2.654 2.548 -2.146 -0.035 -0.051 0.080
C -3.614 2.566 -3.145 -0.013 -0.018 -0.010
C -3.403 1.861 -4.322 -0.007 0.015 -0.006
C -2.231 1.141 -4.496 0.004 0.003 0.008
C -1.266 1.123 -3.501 -0.028 -0.001 -0.025
C 2.500 0.878 -1.567 0.089 -0.039 0.021
Br 2.618 -0.479 -0.281 0.233 0.120 -0.049
C 3.683 1.088 -2.265 0.001 -0.027 -0.004
F 4.764 0.353 -2.021 -0.019 -0.007 0.004
H 1.179 2.507 1.294 0.004 0.001 0.007
H 1.598 4.636 2.428 0.001 -0.002 0.000
H 0.521 6.715 1.606 -0.002 0.001 0.001
H -0.919 6.637 -0.402 0.005 0.002 -0.003
H -1.286 4.527 -1.583 0.029 0.010 0.003
H -2.840 3.079 -1.220 -0.012 -0.027 0.003
H -4.530 3.126 -2.999 0.000 -0.001 0.001
H -4.154 1.873 -5.101 -0.002 -0.004 0.002
H -2.067 0.583 -5.408 0.001 0.003 -0.001
H -0.370 0.534 -3.634 0.010 -0.009 0.015
O -0.290 -1.332 -2.099 0.183 0.059 -0.230
C 0.065 -1.965 -1.119 -0.500 -0.011 0.286
O -0.059 -1.543 0.103 -0.025 -0.196 0.111
C 0.650 -3.344 -1.233 0.105 0.115 -0.056
C 0.603 -4.006 -2.453 -0.011 0.023 -0.030
C 1.173 -5.263 -2.594 -0.031 -0.016 -0.012
C 1.811 -5.864 -1.520 0.031 0.004 0.009
C 1.857 -5.180 -0.319 0.110 0.095 -0.066
C 1.282 -3.937 -0.150 0.028 0.051 0.003
N 2.556 -5.789 0.828 -0.574 -0.210 0.257
O 2.572 -5.163 1.872 0.191 0.107 -0.048
O 3.003 -6.905 0.686 0.223 0.029 -0.084
H 0.116 -3.516 -3.287 0.009 -0.006 0.005
H 1.129 -5.776 -3.545 -0.004 -0.001 -0.001
H 2.273 -6.837 -1.600 0.002 0.003 0.001
H 1.348 -3.433 0.801 -0.015 0.010 0.024
O 2.260 -4.536 5.298 -0.162 0.096 0.327
N 2.913 -3.543 5.065 0.378 -0.429 -0.934
O 4.087 -3.393 5.338 -0.100 0.169 0.321
C 2.280 -2.495 4.257 -0.109 0.115 0.211
C 2.949 -1.304 4.041 0.012 0.050 0.030
C 2.352 -0.314 3.301 -0.131 0.024 0.110
C 1.045 -0.436 2.724 -0.108 -0.041 -0.054
O 0.542 0.508 2.030 0.109 -0.022 0.014
C 0.404 -1.685 3.038 0.003 0.025 -0.025
C 1.014 -2.691 3.772 0.025 0.012 -0.003
N -0.978 -1.956 2.692 0.111 -0.151 -0.043
O -1.703 -1.057 2.208 -0.071 0.018 -0.116
O -1.445 -3.030 2.947 -0.022 0.081 0.038
N 3.143 0.922 3.161 0.353 -0.219 -0.303
O 2.949 1.641 2.205 -0.122 0.099 0.102
O 4.014 1.105 3.988 -0.117 0.109 0.134
H 3.935 -1.149 4.452 -0.005 -0.001 0.001
H 0.496 -3.615 3.975 -0.017 -0.002 0.003
```
Positions in Å, forces in eV/Å.

Summary:
2S+1: 2
Calculated total energy (eV): -211208.009
Frontier orbital gap (alpha / beta) (eV): 6.3 / 6.4
Relative energy (zero: lowest compared OMol25 entry of this formula, charge and spin) (eV): 0.049
Lowest unoccupied orbital energy (alpha / beta) (Ha): -0.0705 / -0.1026
⟨S²⟩: 0.77

---

# 4
ORCA calculation (ωB97M-V/def2-TZVPD) on a molecular structure, C2H4OTl in a non-equilibrium geometry.

```
8
Properties=species:S:1:pos:R:3:forces:R:3
C 0.258 -0.697 0.123 2.066 -2.009 -1.431
C -0.986 -0.141 0.579 -4.250 0.948 1.150
O -2.123 -0.529 0.294 2.986 0.584 0.136
Tl 1.305 0.778 -0.977 -0.976 1.414 0.078
H 0.120 -1.482 -0.636 -0.021 -0.219 0.635
H 0.947 -0.982 0.932 -0.400 -0.142 -0.138
H 1.363 2.346 -1.616 0.707 -0.303 -0.292
H -0.884 0.706 1.301 -0.111 -0.271 -0.139
```
Positions in Å, forces in eV/Å.

Summary:
2S+1: 1
Calculated total energy (eV): -8869.300
Frontier orbital gap (eV): 7.8
Relative energy (zero: lowest compared OMol25 entry of this formula, charge and spin) (eV): 3.592
Lowest unoccupied orbital energy (Ha): -0.2481
Total charge: +1

---

# 5
ORCA calculation (ωB97M-V/def2-TZVPD) on a gas-phase ion, CH3ClN3O (charge +1) in a non-equilibrium geometry.

```
9
Properties=species:S:1:pos:R:3:forces:R:3
C 1.071 -0.380 -0.448 3.743 -2.147 3.846
N -1.565 1.618 0.331 2.301 -0.186 -0.414
N 0.021 0.305 -0.509 1.720 -0.485 -1.139
N -1.140 0.525 -0.001 -3.687 0.366 1.711
O 1.827 -1.166 0.807 -4.516 3.015 -2.924
Cl -2.271 -0.960 -0.094 0.963 0.995 0.137
H 1.910 -0.429 -1.181 -1.516 0.501 -0.133
H -2.459 2.004 0.707 0.257 -1.753 -0.530
H 2.607 -1.517 0.388 0.734 -0.305 -0.554
```
Positions in Å, forces in eV/Å.

Summary:
2S+1: 1
Calculated total energy (eV): -20111.781
SMILES string: [H]/N=[N+](Cl)/N=C\O
Frontier orbital gap (eV): 9.5
Relative energy (zero: lowest compared OMol25 entry of this formula, charge and spin) (eV): 2.112
Lowest unoccupied orbital energy (Ha): -0.2488
Total charge: +1

---

# 6
ORCA calculation (ωB97M-V/def2-TZVPD) on a molecular structure, C3H2FO2Pd in a non-equilibrium geometry.

```
9
Properties=species:S:1:pos:R:3:forces:R:3
F 0.916 -1.814 -1.090 1.828 -2.678 -0.012
O -0.138 0.723 1.203 5.197 0.471 -0.352
O 2.066 -0.712 0.556 -3.934 0.284 0.319
C -0.605 0.885 -0.060 -0.227 2.523 -1.127
C -0.128 -0.280 -0.742 -1.951 1.032 2.327
C 0.947 -0.767 0.119 4.533 -2.221 -4.280
H -0.382 1.851 -0.541 -0.327 0.139 0.493
H -0.913 -0.832 -1.261 0.872 -0.399 0.078
Pd -1.763 0.945 1.817 -5.992 0.849 2.554
```
Positions in Å, forces in eV/Å.

Summary:
2S+1: 4
Calculated total energy (eV): -13425.737
Frontier orbital gap (alpha / beta) (eV): 5.5 / 8.0
Relative energy (zero: lowest compared OMol25 entry of this formula, charge and spin) (eV): 1.419
Lowest unoccupied orbital energy (alpha / beta) (Ha): -0.0463 / -0.0802
⟨S²⟩: 3.77

---

# 7
ORCA calculation (ωB97M-V/def2-TZVPD) on 2 unconnected molecules or ions with the total composition C3H7O4S2 in a non-equilibrium geometry.

```
16
Properties=species:S:1:pos:R:3:forces:R:3
C -2.280 0.180 0.462 -0.441 1.228 -1.938
C -1.534 -0.688 -0.405 1.800 0.227 -0.545
C 0.738 0.554 -0.498 0.017 -0.783 -0.537
O 2.211 -0.044 1.659 -0.222 1.045 2.072
O 3.251 -0.321 -0.560 -1.427 1.192 0.856
O 1.736 -1.908 0.233 -1.700 -0.452 0.244
O 1.103 0.798 -1.830 -1.032 0.575 0.525
S 0.409 1.916 0.657 0.397 -0.907 -1.006
S 2.042 -0.497 0.310 3.174 -2.576 -3.890
H -1.589 0.845 0.948 0.095 1.139 0.143
H -3.043 0.638 -0.162 -0.037 0.963 0.356
H -2.772 -0.282 1.233 -1.263 -1.618 2.016
H -1.839 -0.829 -1.428 0.183 0.138 -0.293
H -1.174 -1.537 0.083 0.983 -1.450 0.291
H 1.753 0.191 -2.251 -0.328 0.154 1.506
H 0.989 0.984 1.549 -0.200 1.125 0.203
```
Positions in Å, forces in eV/Å.

Summary:
2S+1: 1
Calculated total energy (eV): -33082.639
Frontier orbital gap (alpha / beta) (eV): 7.6 / 7.3
Relative energy (zero: lowest compared OMol25 entry of this formula, charge and spin) (eV): 4.458
Lowest unoccupied orbital energy (alpha / beta) (Ha): 0.1201 / 0.1211
Total charge: -1

---

# 8
ORCA calculation (ωB97M-V/def2-TZVPD) on a single C24H34N6O3 molecule in a non-equilibrium geometry.

```
67
Properties=species:S:1:pos:R:3:forces:R:3
C 5.417 2.479 0.407 -0.182 -0.148 0.211
H 6.047 2.995 1.127 0.116 0.086 0.045
H 5.293 3.120 -0.463 0.007 0.103 -0.140
H 5.924 1.569 0.094 0.096 -0.081 -0.073
C 4.057 2.153 1.021 -0.019 0.118 -0.283
C 3.369 3.430 1.496 0.107 -0.275 0.106
H 4.010 3.968 2.191 0.031 0.109 0.088
H 3.159 4.081 0.650 -0.048 0.113 -0.124
H 2.432 3.212 2.000 -0.159 0.065 0.072
C 3.202 1.401 -0.002 0.127 -0.091 0.384
C 1.919 0.840 0.608 0.359 0.809 -0.110
N 1.283 -0.103 -0.294 -0.320 -0.754 0.378
N 1.226 0.249 -1.539 -0.239 0.022 -1.243
O 0.684 -0.525 -2.337 0.447 0.288 0.623
C 0.751 -1.376 0.175 -0.383 -0.404 -0.234
H 0.536 -1.928 -0.750 0.062 0.136 0.275
C -0.561 -1.179 0.966 0.481 0.162 0.044
N -1.533 -0.323 0.326 -0.257 -0.353 -0.230
N -1.306 1.019 0.587 0.175 0.405 0.168
O -0.987 1.329 1.759 -0.050 0.296 0.247
C -2.109 -0.715 -0.945 -0.344 -0.206 -0.561
C -2.708 0.528 -1.588 0.029 -0.315 0.233
N -1.660 1.521 -1.626 0.106 -0.447 -0.288
N -1.312 1.919 -0.342 0.048 0.128 0.241
O -1.056 3.108 -0.086 -0.017 0.088 0.110
C -1.838 2.626 -2.537 0.109 0.420 0.102
H -1.784 2.231 -3.548 -0.013 -0.077 -0.004
H -2.791 3.142 -2.383 0.007 0.043 -0.020
H -1.025 3.330 -2.377 -0.108 -0.009 -0.144
H -3.013 0.310 -2.610 0.034 -0.006 0.031
H -3.582 0.879 -1.019 0.083 0.030 -0.099
H -1.330 -1.094 -1.624 -0.159 0.126 0.173
C -3.173 -1.810 -0.734 0.073 0.305 0.132
C -4.361 -1.307 0.038 -0.019 -0.202 -0.054
C -4.273 -1.069 1.405 -0.042 -0.033 0.007
C -5.357 -0.568 2.102 -0.011 0.025 0.072
C -6.548 -0.306 1.446 -0.071 0.040 0.021
C -6.649 -0.549 0.087 -0.095 0.053 -0.031
C -5.562 -1.043 -0.611 0.039 -0.029 0.040
H -5.645 -1.227 -1.673 -0.003 -0.033 -0.117
H -7.575 -0.351 -0.432 -0.080 0.015 -0.037
H -7.394 0.085 1.992 -0.071 0.030 0.049
H -5.271 -0.380 3.162 0.006 0.016 0.098
H -3.350 -1.269 1.926 0.095 -0.028 0.062
H -3.489 -2.159 -1.718 0.037 -0.088 -0.016
H -2.717 -2.651 -0.209 0.025 -0.083 -0.078
H -1.017 -2.153 1.146 -0.034 0.020 0.015
H -0.346 -0.708 1.930 -0.034 -0.222 -0.093
C 1.757 -2.179 1.014 0.001 0.144 -0.176
C 3.157 -2.108 0.462 -0.005 -0.090 0.134
C 3.417 -2.420 -0.867 0.003 0.004 0.033
C 4.700 -2.318 -1.375 -0.013 -0.019 -0.078
C 5.742 -1.911 -0.559 0.106 0.027 -0.004
C 5.496 -1.614 0.770 0.103 0.037 0.007
C 4.211 -1.711 1.275 -0.065 -0.040 -0.013
H 4.026 -1.474 2.313 -0.053 0.041 0.109
H 6.303 -1.300 1.415 0.077 0.028 0.055
H 6.742 -1.827 -0.958 0.084 0.005 -0.030
H 4.884 -2.553 -2.412 0.018 -0.021 -0.091
H 2.615 -2.738 -1.517 -0.130 0.004 -0.086
H 1.752 -1.823 2.047 0.006 -0.044 0.035
H 1.419 -3.219 1.027 -0.058 0.043 0.074
H 1.229 1.656 0.839 -0.013 -0.183 0.098
H 2.144 0.320 1.539 -0.054 -0.060 0.004
H 3.782 0.571 -0.410 0.012 -0.031 -0.077
H 2.945 2.066 -0.827 0.047 0.018 -0.055
H 4.219 1.498 1.885 -0.007 -0.034 0.013
```
Positions in Å, forces in eV/Å.

Summary:
2S+1: 1
Calculated total energy (eV): -40515.622
Frontier orbital gap (eV): 8.2
Relative energy (zero: lowest compared OMol25 entry of this formula, charge and spin) (eV): 10.309
Lowest unoccupied orbital energy (Ha): 0.0214